Entry 1:
16
Properties=species:S:1:pos:R:3:forces:R:3 method="wB97M-V/def2-TZVPD" charge=-1 de_lowest_kj_mol=759.2 e_tot_ha=-437.5163 multiplicity=1
O -2.424 0.994 -1.661 0.0 0.4 -0.3
O 1.932 -1.328 0.278 1.0 3.4 -0.8
O 2.006 2.236 1.030 0.3 -2.7 -0.7
N -0.384 -0.508 0.940 1.3 0.9 0.0
C 1.605 1.030 1.093 -2.6 7.1 3.6
C 1.802 -0.114 -0.120 -1.3 -7.2 -4.0
C -1.413 -0.936 0.018 0.5 0.0 -1.9
C 0.413 0.569 0.254 1.9 -3.2 2.4
H -2.085 -1.668 0.405 -0.3 -0.6 0.8
H 2.425 0.108 -0.995 0.2 1.1 0.6
H 1.948 0.508 2.009 -0.4 -0.6 -0.7
H -1.974 -0.080 -0.364 -0.4 0.0 -0.1
H -3.000 0.754 -2.396 0.1 0.1 0.0
H -0.974 -1.362 -0.938 -0.3 0.2 0.8
H 0.303 -1.259 0.957 -0.4 -0.1 0.7
H -0.180 1.056 -0.511 0.5 1.1 -0.3

=====

Entry 2:
61
Properties=species:S:1:pos:R:3:forces:R:3 method="wB97M-V/def2-TZVPD" charge=0 s_squared=0.75 de_lowest_kj_mol=0.0 e_tot_ha=-4920.3530 multiplicity=2
As -0.883 -1.835 2.465 0.1 0.2 0.2
S 0.872 -1.327 -2.618 0.3 0.1 -0.3
P 0.588 1.607 1.082 0.2 -0.4 0.0
Na -1.095 -1.822 -0.481 -0.2 -0.1 0.0
F -2.190 -2.788 1.821 0.1 0.1 0.2
F -0.400 -3.046 3.569 0.0 0.1 -0.1
F -1.364 -0.584 1.281 -0.1 -0.2 0.2
F -1.881 -1.075 3.647 0.1 -0.1 -0.2
F 0.453 -0.786 2.872 -0.2 -0.2 0.1
F 0.125 -2.541 1.190 0.0 0.1 0.2
O -3.110 -1.931 -1.432 0.0 0.0 0.1
O -0.068 -2.396 -2.341 -0.1 -0.1 -0.2
O 0.776 -0.695 -3.899 -0.1 0.0 0.1
O 2.243 0.471 0.263 -0.2 0.2 0.1
N -0.968 3.479 2.327 0.2 -0.1 -0.1
N 1.413 3.448 2.892 0.0 0.0 0.0
N 0.814 -0.254 -1.384 0.0 -0.2 0.0
N 0.682 4.284 0.704 0.0 0.1 0.0
C -2.739 -4.296 -1.310 0.0 -0.1 -0.1
C 3.260 -2.851 -2.995 0.1 0.0 0.0
C -3.726 0.363 -1.254 0.0 0.1 0.0
C 0.841 3.030 -0.037 0.0 0.1 -0.1
C 0.043 3.612 3.373 0.0 0.1 0.1
C 4.281 -1.425 -0.772 -0.1 0.0 0.0
C -3.319 -3.161 -2.115 -0.1 0.1 -0.2
C 5.046 -2.378 -1.427 0.1 0.0 0.0
C -1.047 2.105 1.830 -0.4 0.2 0.2
C 1.966 -0.252 -0.728 0.1 0.0 0.0
C -0.666 4.421 1.251 0.0 0.1 0.0
C 4.546 -3.081 -2.521 0.0 0.0 0.0
C 1.644 4.389 1.800 0.1 0.1 0.0
C 1.679 2.069 2.475 0.0 0.0 0.1
C 2.518 -1.897 -2.331 -0.1 0.0 0.0
C 3.000 -1.195 -1.249 0.1 -0.1 0.0
C -3.490 -0.795 -2.193 0.0 0.0 -0.2
H 2.863 -3.393 -3.842 0.0 0.0 0.0
H -3.053 -5.235 -1.768 0.0 -0.1 0.1
H -4.401 -3.292 -2.246 0.1 0.0 0.0
H -4.387 -1.034 -2.775 -0.1 0.0 0.1
H 0.117 2.989 -0.854 0.0 0.0 0.0
H -2.694 -0.562 -2.914 0.0 0.0 0.0
H -0.760 5.433 1.652 0.0 0.0 0.0
H 1.838 2.980 -0.476 0.0 0.0 0.0
H -0.044 4.613 3.802 0.0 0.0 0.0
H -4.454 0.097 -0.489 0.0 0.0 0.0
H 2.721 1.964 2.172 0.0 0.0 0.0
H 5.172 -3.818 -3.006 0.0 0.0 0.0
H -0.151 2.879 4.157 0.0 0.0 0.0
H -1.306 1.427 2.645 0.1 0.0 0.0
H 4.658 -0.882 0.082 0.0 0.0 0.0
H -1.649 -4.291 -1.312 0.0 0.1 0.0
H 2.652 4.243 1.408 0.0 0.0 0.0
H 1.574 5.400 2.208 0.0 0.0 0.0
H -4.096 1.228 -1.805 0.0 0.0 0.0
H -3.100 -4.277 -0.282 0.0 0.0 0.0
H -2.857 -3.109 -3.108 0.0 0.0 0.0
H -1.847 2.034 1.090 0.1 -0.1 -0.1
H -2.799 0.651 -0.756 0.0 0.0 0.0
H -1.394 4.297 0.447 0.0 0.0 0.0
H 1.501 1.380 3.303 0.0 0.1 0.0
H 6.051 -2.587 -1.085 0.0 0.0 0.0

=====

Entry 3:
36
Properties=species:S:1:pos:R:3:forces:R:3 method="wB97M-V/def2-TZVPD" charge=0 smiles=Fc1ccn(Cc2cccc3c2CC[C@H]3c2ncc[nH]2)n1 de_lowest_kj_mol=18.5 e_tot_ha=-937.5771 multiplicity=1
F -7.404 -2.441 -0.721 0.7 0.7 0.4
N 3.584 0.820 1.621 -0.5 0.3 -0.8
N -4.252 -1.068 -0.804 0.2 -2.1 -0.6
N -5.541 -1.043 -0.390 -0.4 1.4 0.4
N 1.950 2.212 2.079 -0.6 -0.3 -0.7
C 2.951 2.520 2.963 0.9 -0.9 -0.8
C 1.543 0.527 0.170 0.7 0.9 -0.2
C -1.047 -1.496 2.102 0.4 0.5 -0.3
C 0.200 -0.983 1.763 0.4 0.0 -0.2
C -3.991 -2.243 -1.503 -0.8 0.3 0.6
C -5.168 -2.939 -1.539 -0.5 1.0 0.8
C -2.073 -0.304 0.228 0.1 -1.1 0.5
C -0.781 0.166 -0.100 -2.0 -0.2 -0.2
C -6.105 -2.121 -0.837 1.3 -1.1 -1.1
C 0.312 -0.168 0.637 0.3 -0.7 2.0
C -2.182 -1.160 1.357 -0.2 0.5 -0.7
C 0.972 1.601 -0.774 -0.2 -0.4 -0.3
C 3.970 1.669 2.626 -0.1 -0.1 0.2
C 2.357 1.190 1.253 1.7 -0.6 1.3
C -0.369 1.020 -1.239 -0.8 1.2 -1.4
C -3.318 0.015 -0.617 0.6 1.0 -0.3
H 0.777 2.546 -0.252 0.1 -0.2 0.0
H 1.692 1.777 -1.558 0.0 0.3 -0.4
H -1.059 -2.110 2.978 -0.5 -0.4 0.3
H -3.023 0.383 -1.622 0.1 -0.3 0.5
H 1.092 2.703 1.938 -0.3 0.2 0.3
H 2.947 3.242 3.742 -0.5 0.6 0.2
H 2.179 -0.158 -0.432 -0.1 0.4 0.7
H 4.977 1.640 3.040 -0.4 -0.1 0.0
H -3.176 -1.545 1.627 0.5 0.1 -0.1
H -1.097 1.863 -1.460 0.7 -1.1 0.0
H -3.853 0.867 -0.193 -0.2 -0.2 0.2
H -0.274 0.364 -2.142 0.0 0.7 0.4
H 1.098 -1.202 2.363 -0.6 0.0 -0.3
H -5.380 -3.895 -1.915 0.0 -1.0 -0.6
H -3.037 -2.599 -1.881 0.0 0.7 0.2

=====

Entry 4:
34
Properties=species:S:1:pos:R:3:forces:R:3 method="wB97M-V/def2-TZVPD" charge=0 smiles=CCNCC.O.O.O.O.O.O de_lowest_kj_mol=367.8 e_tot_ha=-672.2883 multiplicity=1
O -3.032 -0.046 -0.076 3.4 -2.8 1.7
O -1.160 -0.696 -3.620 1.2 0.6 1.3
O -2.266 -2.651 0.004 -2.8 1.7 1.1
O 0.779 -0.736 3.054 -0.6 0.8 0.9
O 0.954 -3.230 0.500 0.2 2.5 2.1
O -0.990 1.192 2.809 0.7 -7.9 -1.1
N 1.957 1.303 -0.289 -1.7 -2.8 -0.3
C 2.130 0.019 -2.435 -0.6 -1.4 -1.5
C 1.186 2.074 0.678 -1.7 0.4 -0.5
C 0.590 3.407 0.041 -1.7 -0.2 1.8
C 1.267 0.245 -1.213 0.1 -0.1 2.6
H 0.346 -0.192 3.783 0.9 -1.0 -1.6
H -1.689 0.459 2.543 2.0 2.6 0.7
H -0.361 3.236 -0.574 1.6 0.2 0.5
H -1.925 -0.715 -3.054 -1.1 -0.2 0.0
H 2.922 -0.714 -2.535 0.8 0.2 1.5
H 1.336 4.063 -0.445 -0.3 -0.7 -0.1
H 0.722 -0.135 2.289 0.1 -0.3 0.6
H -2.426 -2.905 0.918 0.7 -0.6 -0.3
H 1.594 -0.465 -3.256 -1.1 0.3 0.1
H 2.375 1.982 -0.852 1.0 0.9 -1.4
H -1.581 -3.088 -0.427 2.1 -1.4 -0.5
H 0.783 -2.859 1.434 0.0 -1.3 -1.6
H 1.415 -2.403 0.212 -0.2 -1.2 -0.4
H 0.221 0.542 -1.561 1.2 -0.1 0.8
H 2.448 0.913 -2.919 0.4 1.0 0.1
H -3.796 0.323 -0.384 -3.3 1.1 -1.2
H -0.531 -0.389 -2.917 -0.3 -0.4 -1.3
H -1.389 1.963 2.892 -3.3 5.5 0.5
H 0.233 4.005 0.947 0.3 -0.5 -1.1
H 1.149 -0.734 -0.524 0.1 2.2 -1.8
H -3.088 -1.055 0.014 0.1 2.0 -0.7
H 1.895 2.421 1.424 0.0 -0.2 0.4
H 0.334 1.486 1.220 1.7 1.1 -1.3

=====

Entry 5:
12
Properties=species:S:1:pos:R:3:forces:R:3 method="wB97M-V/def2-TZVPD" charge=0 de_lowest_kj_mol=325.3 e_tot_ha=-745.0905 multiplicity=1
Cl -1.979 1.106 0.589 -1.4 0.0 0.6
O 0.135 2.101 -0.511 0.0 0.4 -0.3
O -0.994 -1.915 -1.307 0.5 -0.3 0.9
N 0.574 1.122 1.537 -2.0 -0.4 -0.5
C -0.307 1.163 0.403 2.4 -0.7 -0.8
C 0.164 -1.211 -1.053 -2.6 2.2 -2.2
H -0.972 -2.597 -0.628 -0.7 -0.3 -0.2
H 0.914 -1.712 -0.569 2.0 -1.0 1.1
H -0.422 2.263 -1.318 0.4 -0.8 1.6
H 0.573 0.224 2.065 0.3 1.3 -1.0
H 1.443 1.558 1.292 0.4 -0.3 0.2
H 0.286 -0.509 -1.882 0.7 -0.2 0.6

=====

Entry 6:
70
Properties=species:S:1:pos:R:3:forces:R:3 method="wB97M-V/def2-TZVPD" charge=+3 de_lowest_kj_mol=0.0 e_tot_ha=-2756.4342 multiplicity=1
Sc 0.099 -0.375 -0.179 -0.1 4.8 -1.9
P 2.611 -0.128 0.695 1.3 0.0 0.4
P -2.558 -0.158 -0.191 -1.3 0.1 -0.1
P 0.290 -3.079 -0.721 -0.6 -2.8 0.0
O 0.123 1.022 -1.480 0.8 -1.7 2.1
N -0.551 0.080 4.315 0.2 0.2 -0.7
N -0.188 0.001 1.862 -0.3 0.2 2.5
C -3.441 -0.203 -1.790 0.4 -0.1 -0.2
C -0.733 2.011 -5.400 0.0 -0.2 0.4
C 0.531 0.668 -3.818 -0.7 0.0 0.7
C -2.946 1.539 0.378 0.4 0.2 0.1
C -0.352 0.090 3.037 0.0 -0.5 -0.9
C -1.321 -3.674 -1.249 -0.4 0.2 0.3
C 1.149 -2.796 -2.296 0.2 1.8 -0.2
C 1.199 -4.402 0.033 -0.1 -0.3 0.4
C 0.345 -0.670 5.217 0.8 -0.5 -0.1
C -1.591 0.916 4.942 -0.7 0.6 -0.2
C 1.280 4.485 -0.213 -0.5 0.0 0.6
C -0.711 2.609 -3.040 0.1 -0.6 0.3
C -3.636 -1.169 0.886 0.2 -0.2 0.1
C 0.096 0.919 -5.118 0.1 0.3 -0.1
C -1.137 2.841 -4.347 0.3 0.1 -0.1
C 3.199 -1.247 2.023 -0.2 -0.2 0.0
C 0.547 4.486 0.912 0.3 -0.1 -0.6
C 3.991 -0.212 -0.492 -0.2 -0.1 -0.4
C 0.038 1.453 -2.747 -0.6 0.4 -2.0
C 2.868 1.517 1.453 -0.4 0.3 0.0
H -1.742 -2.984 -2.001 0.1 -0.3 0.3
H -3.459 -2.235 0.690 -0.2 0.2 0.1
H 0.030 -2.173 0.484 0.6 -1.5 -1.4
H 2.352 2.305 0.884 0.2 -0.3 0.1
H -1.478 1.966 4.635 0.0 -0.3 0.2
H 2.474 1.523 2.477 0.1 0.0 -0.3
H -4.692 -0.933 0.694 0.3 -0.1 0.1
H -1.462 0.820 6.025 -0.2 0.2 -0.4
H 0.720 -4.696 0.971 0.2 -0.1 -0.1
H -0.021 -0.512 6.236 0.2 -0.2 -0.3
H -2.893 1.598 1.474 0.0 0.0 -0.3
H -1.185 -4.666 -1.718 0.0 0.4 0.2
H 0.868 4.844 -1.160 0.2 -0.1 0.3
H 3.858 0.564 -1.257 0.1 -0.2 0.1
H -3.403 -0.962 1.940 -0.1 -0.1 -0.2
H -2.228 2.257 -0.042 -0.3 -0.1 0.1
H -0.982 3.268 -2.211 -0.1 -0.2 -0.3
H 0.396 0.250 -5.922 0.1 0.2 0.1
H 4.288 -1.145 2.144 -0.3 0.0 0.0
H 0.340 -1.742 4.977 -0.2 0.3 0.1
H 2.328 4.176 -0.221 -0.3 0.1 0.0
H 4.946 -0.057 0.031 -0.3 -0.1 -0.2
H 0.477 -2.313 -3.021 0.2 0.1 0.3
H 1.121 -5.221 -0.697 0.2 0.1 0.3
H 1.189 -0.176 -3.593 -0.1 0.2 -0.1
H 2.249 -4.143 0.200 -0.1 0.0 0.0
H -2.858 0.328 -2.554 -0.2 -0.1 0.1
H -0.482 4.861 0.922 0.4 -0.1 0.0
H 2.709 -1.000 2.976 0.1 -0.1 -0.3
H 1.453 -3.762 -2.739 -0.2 0.0 0.7
H -3.961 1.799 0.047 0.3 -0.1 0.1
H 0.954 4.138 1.868 -0.1 0.2 -0.3
H -1.990 -3.765 -0.381 0.1 -0.1 -0.4
H -4.418 0.284 -1.673 0.2 -0.2 -0.1
H 3.945 1.737 1.489 -0.3 -0.1 0.0
H -1.797 3.686 -4.525 0.2 -0.1 -0.1
H 2.047 -2.184 -2.143 0.0 -0.1 -0.3
H -3.583 -1.243 -2.114 -0.1 0.2 0.0
H -2.596 0.578 4.653 0.3 0.0 0.2
H -1.053 2.196 -6.426 0.0 0.0 0.4
H 1.378 -0.305 5.124 -0.4 0.0 0.2
H 2.962 -2.289 1.768 0.2 0.2 0.2
H 3.996 -1.195 -0.983 0.2 0.2 0.1

=====

Entry 7:
8
Properties=species:S:1:pos:R:3:forces:R:3 method="wB97M-V/def2-TZVPD" charge=0 smiles="C=O.PCl" de_lowest_kj_mol=263.4 e_tot_ha=-917.2323 multiplicity=1
Cl 1.191 0.486 -1.199 1.1 -0.8 -0.4
P -0.266 1.874 -1.221 -0.4 0.5 -1.6
O -1.099 -1.417 0.274 -0.5 -0.2 0.0
C -0.077 -1.571 0.875 0.6 -1.5 -0.3
H 0.326 -2.647 1.130 -0.6 1.7 -0.1
H 0.501 2.848 -0.536 -0.7 -0.2 0.9
H 0.537 -0.691 1.071 0.4 -0.1 0.6
H -1.113 1.119 -0.395 0.1 0.6 1.0

=====

Entry 8:
142
Properties=species:S:1:pos:R:3:forces:R:3 method="wB97M-V/def2-TZVPD" charge=0 de_lowest_kj_mol=312.0 e_tot_ha=-4608.8706 multiplicity=1
O 4.349 -3.435 1.526 -0.9 -0.7 -1.1
O -4.215 1.926 0.708 -1.0 -0.9 -1.5
O -3.594 -3.496 -3.656 1.9 1.1 0.1
O -3.342 -8.417 0.026 2.4 3.7 -0.9
O 1.731 0.385 3.557 -2.1 -0.4 -1.6
O -1.598 -2.366 5.187 0.8 -0.7 -1.0
O -0.623 2.662 1.179 -1.6 0.4 0.6
O 2.177 -4.992 4.478 -0.4 0.2 1.8
O 0.431 -0.926 0.893 0.9 0.8 0.9
O -1.155 -2.458 0.795 0.6 2.0 -1.6
O 0.327 2.965 -5.779 1.6 0.3 -2.2
O -1.943 -3.267 -5.089 1.9 -1.8 -2.9
O -5.546 0.894 -0.924 1.2 0.8 2.2
O -3.362 1.193 -1.202 0.6 -0.1 -0.9
O -0.841 1.922 3.226 -0.5 -0.6 0.1
O -3.512 -1.390 5.304 -2.6 1.2 2.0
O -2.176 3.601 2.595 0.2 -0.9 -1.5
O 4.044 5.252 -2.326 0.8 -0.9 0.8
O -2.423 -1.774 7.203 -0.1 -0.1 -2.1
O 3.323 -1.006 -2.442 0.9 0.2 1.0
O 5.173 4.401 -0.546 1.6 0.5 -0.2
O 4.783 0.551 -1.592 -0.5 -0.1 1.0
O 0.701 2.401 -3.738 1.0 -1.0 0.8
O -1.641 -7.025 0.750 -2.4 -2.2 0.3
O 2.038 -2.955 3.810 -1.4 3.8 -2.3
O 3.335 1.212 2.138 -0.7 -1.2 1.6
O 5.504 -3.850 3.400 -0.2 1.6 -1.4
O 2.729 -3.200 5.905 -2.0 -1.9 -3.2
O -0.932 -0.832 -0.834 -1.0 -1.2 0.4
O 3.686 0.687 4.303 1.8 0.9 0.5
O 5.566 -1.785 2.287 0.6 -0.9 0.0
O -3.680 6.248 -1.404 -2.4 0.9 -2.1
O 0.849 0.876 -5.510 -0.3 1.2 2.5
O -1.778 -2.167 -3.265 -0.1 0.8 1.8
O -2.623 -6.503 -1.208 0.2 0.1 1.9
O -4.971 5.529 -3.121 0.8 -0.7 0.9
O 3.180 3.802 -0.984 -4.7 -2.8 0.6
O -3.325 4.181 -2.147 -1.6 0.9 -1.6
O 4.525 0.309 -3.711 1.3 1.2 -4.6
C 0.629 3.833 -3.696 -0.8 0.5 0.1
C 2.276 -3.671 4.837 3.2 -0.8 4.5
C 3.059 -1.379 -3.768 -1.0 0.1 -1.3
C -4.378 1.387 -0.371 -0.2 0.4 1.1
C -2.524 -1.855 5.990 1.8 -0.2 4.0
C 5.224 -1.410 0.930 0.6 1.4 0.5
C 1.967 -5.026 3.091 0.6 0.3 -1.7
C -2.321 3.572 3.993 0.7 -0.1 1.4
C 1.351 -3.674 2.807 -0.1 -2.1 -0.2
C -2.639 -7.413 -0.120 -0.7 -1.4 -0.1
C -0.187 0.341 -0.905 1.7 1.5 -1.1
C 5.208 -3.109 2.494 0.1 0.7 0.8
C 2.966 0.781 3.221 -0.7 0.5 -0.1
C -3.740 3.645 4.491 -0.2 -0.6 -1.1
C -1.114 4.583 -5.351 0.4 1.3 0.5
C 4.178 -2.390 0.540 -0.1 -0.9 -0.4
C -3.901 -0.628 3.165 -0.6 0.3 -0.6
C 1.471 0.288 4.987 1.1 0.8 -1.1
C -0.565 -2.951 -5.040 1.6 3.5 -2.0
C 4.189 -0.788 -4.528 -0.1 -1.0 -1.7
C -1.233 2.701 2.229 1.7 0.8 -1.8
C -1.515 2.298 4.392 0.0 1.0 1.4
C -2.501 -3.051 -3.962 -3.7 -0.1 1.8
C 0.345 4.222 -5.137 -2.1 -0.5 0.0
C -1.618 -5.485 -0.887 1.0 -0.1 0.3
C -0.606 -1.460 0.309 -1.7 -2.8 0.9
C -2.765 5.729 -0.531 0.7 0.2 0.9
C -4.124 5.347 -2.299 0.9 -0.3 -0.3
C 4.260 0.024 -2.524 -0.7 -1.0 4.0
C -2.096 -2.335 3.821 0.6 0.2 0.3
C -1.267 -5.696 0.557 0.3 -1.0 -0.1
C -3.810 0.663 -2.478 -0.4 0.4 0.7
C 3.496 3.052 0.150 -0.9 -2.1 0.8
C -0.462 -2.053 -3.767 0.4 -1.0 -0.8
C 2.883 0.465 5.457 1.3 -0.8 1.6
C 0.653 1.981 -4.995 0.6 -2.0 -2.1
C -2.354 4.413 -1.198 1.1 0.0 3.2
C 4.871 3.488 0.480 -0.1 -0.4 1.2
C 4.137 4.494 -1.374 2.1 4.2 -2.6
C 0.984 0.063 0.025 -0.3 1.0 -0.5
C -0.170 -1.992 -6.318 -0.3 -1.6 1.1
C -5.235 0.288 -2.136 -1.1 -1.0 -2.0
C -3.482 -1.789 4.023 -0.7 -0.3 -3.8
H -5.981 0.656 -2.839 0.3 0.2 -0.3
H 2.945 -5.000 2.611 0.1 -0.6 0.0
H -0.753 1.251 -0.708 -0.3 -0.4 0.7
H 2.771 3.132 0.960 -0.1 0.6 -0.4
H 2.953 -2.440 -3.992 -0.1 -0.1 0.7
H -3.287 5.559 0.410 0.3 -0.1 0.2
H 0.230 0.521 -1.896 -0.3 -0.5 -0.4
H -0.194 -5.853 0.673 0.1 1.5 0.4
H -1.811 -5.015 1.211 0.4 -0.1 0.3
H 3.565 1.981 -0.038 -0.6 0.1 -0.7
H 1.828 -0.404 -0.484 0.1 0.2 0.0
H 1.537 -3.377 1.776 0.1 0.6 0.5
H 3.815 -0.546 -5.523 0.3 0.7 0.1
H -1.495 -1.672 3.198 0.3 -0.3 0.1
H -3.801 3.266 5.511 -0.1 0.5 0.1
H -4.087 -0.921 2.132 0.6 -0.1 -0.2
H -0.742 -1.067 -6.381 -0.3 -0.3 0.3
H -4.328 2.978 3.860 -0.1 -0.3 0.1
H -1.322 4.780 -6.403 0.1 0.5 0.1
H -1.824 -4.415 -0.916 -1.0 -0.3 -1.1
H -0.746 2.617 5.095 -0.1 -0.2 0.3
H 0.863 1.157 5.239 -0.2 -0.3 0.1
H -1.752 4.438 4.333 0.0 0.1 0.3
H 6.059 -1.435 0.230 0.5 -0.5 0.4
H 3.287 -0.441 5.908 -0.2 0.0 0.1
H -5.361 -0.794 -2.182 0.0 -0.2 0.9
H -0.267 4.050 -3.115 0.4 0.2 0.3
H 4.805 3.955 1.463 1.0 0.2 -0.1
H 2.196 -0.821 -4.131 -0.5 -0.3 0.3
H 1.053 -0.662 5.320 -0.2 0.1 -0.6
H 3.013 1.287 6.161 0.1 0.1 -0.2
H -3.854 1.452 -3.229 0.7 0.0 0.1
H 5.029 -1.466 -4.681 0.3 0.2 0.4
H 5.470 2.578 0.447 0.7 0.6 0.2
H 4.941 -0.358 0.901 -0.4 -0.2 0.4
H 4.414 -2.785 -0.448 -0.1 -0.3 0.1
H 3.147 -2.040 0.489 0.0 0.0 0.6
H 1.039 4.964 -5.531 0.1 -0.5 -0.3
H 0.285 -3.821 2.983 -0.2 1.0 0.2
H -3.215 0.217 3.225 0.1 -0.1 -0.2
H -3.194 -0.201 -2.727 0.0 0.3 -0.1
H -2.063 1.473 4.846 -0.3 0.0 -0.3
H -0.268 -2.552 -7.248 -0.1 0.0 0.0
H 0.261 -2.386 -3.022 -0.2 -0.4 0.1
H -4.185 4.623 4.308 0.2 0.1 0.6
H -1.301 4.380 -1.474 -0.2 0.1 -0.9
H -1.232 5.434 -4.681 -1.0 0.3 -0.4
H 0.113 -3.804 -5.024 -0.5 -0.3 0.0
H -2.418 3.710 -0.367 -0.1 -0.6 -0.4
H -0.668 -5.701 -1.376 -0.5 -0.1 -1.0
H 1.513 4.335 -3.303 0.1 -0.6 0.3
H -2.157 -3.347 3.421 0.5 0.1 0.0
H -2.054 6.546 -0.406 0.6 -0.6 0.2
H -1.766 3.750 -5.089 0.1 0.1 0.5
H -4.891 -0.277 3.456 0.0 0.0 0.4
H 1.341 -5.830 2.704 0.2 -0.3 0.7
H -4.146 -2.609 3.751 -0.6 -0.1 0.8
H -0.130 -1.056 -4.058 -0.8 0.3 0.2
H 1.249 1.009 0.497 0.2 -0.6 0.6
H 0.865 -1.659 -6.245 0.1 -0.2 0.2